A cluster of 10 separate species, C54H144BF4N9O18 in total in a non-equilibrium geometry, computed with the ωB97M-V functional and the def2-TZVPD basis.

```
230
Properties=species:S:1:pos:R:3:forces:R:3
C 3.2315 -5.2207 2.3921 -1.566 -0.650 -0.795
O 3.3640 -3.8277 2.6209 0.548 0.477 1.532
C 2.4217 -2.9452 2.0606 -0.444 -1.801 -0.777
C 2.4408 -1.6546 2.8133 1.337 0.370 1.488
N 2.4456 -1.9890 4.3095 0.051 -0.589 -0.443
H 1.4890 -2.1682 4.6095 -0.016 -0.220 -0.005
H 2.9359 -2.8968 4.3445 0.270 -0.026 0.363
C 3.0033 -1.0159 5.3186 -0.586 0.523 -0.400
C 2.9034 -1.5957 6.7142 0.991 -0.427 0.767
O 3.6693 -2.7733 6.7590 0.055 0.004 -0.555
C 3.6045 -3.4861 8.0233 -1.018 0.413 -0.608
H 3.6105 -5.5163 1.4134 0.325 0.116 0.068
H 2.1636 -5.4823 2.3841 -0.102 0.126 -0.082
H 3.6179 -5.8773 3.1680 0.681 0.686 0.190
H 1.4026 -3.3549 2.1213 0.021 -0.264 -0.139
H 2.7084 -2.8775 1.0091 -0.529 0.774 -0.155
H 1.5993 -0.9886 2.6538 0.149 0.061 -0.498
H 3.4213 -1.2066 2.6464 -0.253 0.501 -0.007
H 2.3562 -0.1446 5.1975 0.076 0.146 0.331
H 4.0071 -0.6991 5.0452 0.129 -0.481 -0.051
H 1.8687 -1.7653 7.0403 -0.217 -0.101 -0.223
H 3.3297 -0.8982 7.4416 -0.161 0.452 -0.160
H 2.5305 -3.5779 8.2082 0.079 -0.414 0.453
H 4.0561 -2.9448 8.8531 0.265 0.070 -0.179
H 4.0520 -4.4589 7.8555 0.109 0.072 0.113
C -4.7664 -1.3302 -0.2893 -0.651 0.462 -0.806
O -5.7391 -0.6729 0.5160 -0.671 0.073 0.080
C -6.7457 0.0523 -0.2072 0.144 -0.708 -0.562
C -7.8020 -0.8671 -0.8409 0.070 -0.696 -0.047
N -8.4575 -1.7857 0.1452 -0.392 -0.277 -0.329
H -7.7159 -2.3850 0.5054 -0.212 0.031 0.589
H -8.9148 -1.2775 0.9038 0.225 -0.118 0.275
C -9.5195 -2.6818 -0.4897 -0.421 0.453 -0.789
C -9.9143 -3.8515 0.4037 1.091 0.146 -0.192
O -10.1649 -3.4719 1.7213 0.575 0.119 0.254
C -11.3234 -2.6744 1.9635 -0.925 -0.904 -0.683
H -5.2129 -1.8364 -1.1536 -0.206 -0.534 0.377
H -4.2618 -2.0252 0.3762 0.257 0.029 -0.214
H -4.1122 -0.6241 -0.8140 0.421 0.164 0.644
H -6.2519 0.5504 -1.0454 -0.184 0.386 0.017
H -7.2173 0.7750 0.4545 0.225 0.026 0.164
H -7.3293 -1.5603 -1.5387 0.055 0.158 -0.116
H -8.6024 -0.3848 -1.4010 0.187 0.467 0.167
H -9.0893 -3.0287 -1.4298 -0.006 -0.203 0.068
H -10.3570 -2.0426 -0.7728 0.065 0.166 0.217
H -9.0104 -4.4690 0.4042 -0.109 -0.322 0.478
H -10.6597 -4.4650 -0.1081 -0.434 0.256 0.179
H -11.3965 -2.4486 3.0226 0.442 0.333 -0.086
H -12.2191 -3.2647 1.7460 -0.002 0.024 -0.106
H -11.3541 -1.8172 1.2844 0.025 0.344 0.398
C -4.8634 0.0581 9.1335 -0.433 0.517 0.632
O -4.1406 -0.7244 8.1812 0.066 0.023 -0.466
C -3.2766 0.0206 7.3635 -0.853 0.182 -0.204
C -2.5797 -0.9874 6.4824 0.247 -1.182 0.710
N -3.5428 -1.8829 5.6936 -0.236 0.476 -0.797
H -2.9742 -2.4416 5.0582 0.146 -0.019 -0.001
H -4.0171 -2.5500 6.3050 -0.112 0.356 0.409
C -4.5470 -1.1722 4.8008 0.747 0.161 0.439
C -3.7941 -0.4174 3.7099 -0.110 -0.068 -0.589
O -2.7201 -1.2094 3.2052 -0.220 0.233 0.139
C -1.8558 -0.5066 2.2739 -0.507 -1.059 0.738
H -5.6899 0.6476 8.7262 0.195 -0.071 -0.594
H -4.1975 0.7568 9.6430 0.109 -0.153 0.098
H -5.3376 -0.5952 9.8617 0.378 -0.261 -0.046
H -2.5880 0.6524 7.9319 0.401 -0.378 0.093
H -3.8182 0.7503 6.7463 -0.247 0.006 -0.080
H -2.0987 -1.7333 7.1191 0.120 0.199 0.210
H -1.7994 -0.6111 5.8251 -0.405 0.274 -0.300
H -5.1270 -0.5266 5.4571 -0.032 0.146 -0.199
H -5.2297 -1.8793 4.3336 0.213 -0.381 0.304
H -3.3616 0.5379 4.0189 -0.392 0.081 0.236
H -4.5302 -0.2849 2.9093 0.064 0.502 0.028
H -1.8505 0.5739 2.4219 0.062 -0.035 0.245
H -2.1617 -0.7166 1.2492 0.151 -0.008 -0.060
H -0.9094 -0.9790 2.5284 0.389 0.448 -0.667
C 8.4253 -6.8046 -7.2199 -0.617 -0.353 -0.848
O 7.4774 -5.7420 -7.3835 -1.137 0.309 0.915
C 7.8816 -4.4840 -6.8726 1.043 -1.702 -0.902
C 6.7114 -3.5262 -6.9808 0.791 -0.066 0.807
N 5.6218 -3.9560 -5.9846 0.413 -0.042 -0.390
H 4.7209 -3.5248 -6.1867 0.012 0.042 -0.199
H 5.5284 -4.9448 -6.2476 -0.075 -0.316 0.561
C 5.9093 -3.7034 -4.5279 0.630 0.322 -0.249
C 4.8454 -4.3377 -3.6133 1.178 0.381 -0.058
O 3.5627 -3.9122 -4.0456 0.529 -0.080 0.824
C 2.8210 -3.1632 -3.0554 0.548 -0.560 -0.842
H 9.4120 -6.4719 -7.5420 0.108 -0.138 0.225
H 8.0482 -7.5568 -7.9113 0.357 -0.065 -0.077
H 8.3964 -7.2806 -6.2386 0.210 0.490 0.259
H 8.7505 -4.2496 -7.4996 -0.272 1.148 -0.002
H 8.3375 -4.6167 -5.8823 -0.467 0.326 0.320
H 6.2628 -3.5773 -7.9693 0.063 0.158 -0.026
H 7.0868 -2.5421 -6.7078 -0.454 0.243 -0.166
H 6.0167 -2.6212 -4.4167 -0.833 0.147 -0.140
H 6.9536 -3.9598 -4.3431 -0.279 -0.955 0.172
H 5.0656 -4.0412 -2.5844 -0.083 0.397 -0.021
H 5.0364 -5.4121 -3.5558 -0.757 -0.236 -0.572
H 3.4699 -2.5755 -2.4002 0.171 0.184 -0.264
H 2.2836 -3.8525 -2.4006 -0.390 0.088 -0.234
H 2.2106 -2.5195 -3.6836 -0.470 0.055 0.619
C -2.0263 -4.5397 -4.3551 -1.739 -0.763 -0.937
O -1.7048 -4.8035 -3.0049 1.134 -0.282 0.884
C -2.0431 -3.7808 -2.1352 -0.810 1.232 0.327
C -1.5354 -3.8898 -0.6950 1.272 -1.291 -2.262
N -1.9372 -5.2096 -0.1012 -0.084 1.162 0.737
H -2.9574 -5.2762 -0.1563 -0.052 -0.523 0.020
H -1.5173 -5.9697 -0.6404 -0.225 -0.005 -0.277
C -1.5519 -5.3620 1.3347 -0.165 -0.555 0.622
C -2.2174 -6.6171 1.8990 -0.253 -0.508 0.360
O -3.6207 -6.5517 1.8801 0.012 0.666 -0.185
C -4.2723 -5.9331 2.9824 -0.290 -0.479 -0.063
H -3.0639 -4.8677 -4.5012 -0.170 0.477 0.016
H -1.5330 -5.1914 -5.0752 0.797 0.033 0.577
H -1.9457 -3.5009 -4.6801 0.313 0.108 0.389
H -3.1306 -3.6357 -2.0269 -0.270 -0.210 -0.454
H -1.6551 -2.8154 -2.4726 -0.011 0.050 -0.116
H -1.8642 -2.9943 -0.1784 -0.012 -0.344 0.535
H -0.4510 -3.9586 -0.7962 0.090 0.396 0.582
H -1.8398 -4.4651 1.8854 -0.395 0.022 -0.219
H -0.4730 -5.4241 1.4756 0.090 -0.155 -0.598
H -1.8024 -6.8207 2.8908 -0.134 0.096 0.120
H -2.0265 -7.5200 1.3141 0.533 0.195 -0.207
H -5.3206 -5.8853 2.6934 0.020 0.264 0.027
H -3.8774 -4.9354 3.2027 0.017 0.083 -0.037
H -4.2456 -6.5604 3.8758 0.318 -0.005 0.015
C -1.5572 -0.8696 -7.4434 0.958 -0.368 0.202
O -1.3493 0.1805 -6.4846 -0.565 0.522 -0.139
C -1.9912 0.0684 -5.2458 0.015 -0.761 -0.763
C -2.2903 1.4597 -4.7272 -0.957 -0.695 0.747
N -1.1619 2.4053 -4.9709 -0.286 0.264 -0.701
H -0.8372 2.3054 -5.9466 0.497 -1.181 0.093
H -1.5118 3.3587 -5.0812 0.005 0.137 0.930
C -0.0337 2.2365 -3.9737 -1.094 0.155 1.677
C 1.3322 2.3846 -4.6105 -0.378 -0.313 -0.809
O 1.3602 1.6540 -5.8169 -0.030 0.413 -0.538
C 1.6198 0.2817 -5.7078 -0.243 -1.321 0.673
H -0.8403 -1.6604 -7.2039 0.111 -0.047 -0.273
H -1.3264 -0.4257 -8.4064 -0.054 -0.176 -0.069
H -2.5282 -1.3679 -7.4710 -0.350 0.648 0.296
H -1.4013 -0.5320 -4.5420 0.107 0.151 0.110
H -2.9429 -0.4520 -5.4006 -0.113 0.068 0.331
H -2.5099 1.3657 -3.6602 0.618 0.297 0.185
H -3.2645 1.7830 -5.0955 0.515 0.600 -0.803
H -0.2441 1.3599 -3.3576 0.376 -0.902 -1.113
H -0.2681 2.8992 -3.1319 0.467 0.927 -0.514
H 2.1519 2.0645 -3.9664 -0.174 0.144 0.385
H 1.4455 3.4303 -4.8969 0.353 0.011 0.005
H 0.8970 -0.2387 -5.0659 0.021 0.268 0.292
H 2.6163 0.0621 -5.3112 0.118 0.295 0.014
H 1.5124 -0.2623 -6.6445 0.120 0.746 -0.406
C -6.7449 7.6211 -0.8431 0.190 0.378 0.719
O -6.4775 7.4807 -2.2315 -0.330 -0.761 0.505
C -5.3362 8.1508 -2.6922 0.289 -0.781 0.687
C -4.0453 7.3615 -2.3324 -0.740 0.236 -0.003
N -3.9043 6.1016 -3.1754 0.094 0.134 0.047
H -3.9047 6.4383 -4.1396 -0.263 -0.226 -0.139
H -2.9860 5.6844 -3.0233 0.056 0.038 0.219
C -4.9358 4.9922 -2.9789 0.600 0.095 -0.419
C -4.6259 4.2442 -1.6850 0.430 0.513 0.785
O -3.2054 4.0356 -1.5679 -0.037 -0.477 -0.215
C -2.8768 3.0568 -0.5748 -0.252 -0.381 0.577
H -6.0020 7.1816 -0.1620 0.517 -0.003 -0.390
H -7.6499 7.1055 -0.5300 -0.332 0.208 -0.711
H -6.8030 8.6823 -0.5966 -0.236 -0.001 0.090
H -5.2060 9.1135 -2.1903 -0.190 0.261 -0.401
H -5.5343 8.2230 -3.7624 0.574 0.467 -0.088
H -4.0809 7.0782 -1.2820 -0.014 -0.172 -0.048
H -3.1564 7.9769 -2.4660 0.048 -0.145 -0.304
H -4.8420 4.3099 -3.8242 0.187 0.131 -0.115
H -5.8981 5.4939 -3.0615 -0.176 -0.276 0.540
H -5.0847 3.2585 -1.6044 -0.520 0.219 -0.456
H -4.9300 4.8365 -0.8175 -0.253 -0.019 -0.019
H -2.3420 2.1862 -0.9603 0.261 0.324 -0.459
H -3.7527 2.6178 -0.0853 -0.330 0.297 -0.249
H -2.3093 3.4707 0.2593 0.217 0.379 -0.292
C 3.1304 9.0861 4.5307 0.779 0.203 -0.148
O 3.5079 8.1360 3.4991 0.021 -0.105 0.062
C 4.6987 7.4438 3.8371 -0.424 0.468 -0.253
C 4.2988 6.0107 4.1699 0.482 0.983 -0.619
N 3.7375 5.4070 2.9025 -0.915 -0.930 0.611
H 2.9587 5.9694 2.5379 0.370 0.710 0.043
H 4.4377 5.3796 2.1666 0.077 0.101 0.035
C 3.0893 4.0228 3.0877 0.761 0.686 -1.371
C 1.6759 4.0852 2.4916 -0.903 -0.028 0.566
O 1.5611 4.8914 1.3354 0.426 -0.868 0.535
C 1.6667 4.1965 0.1014 0.055 0.632 -0.759
H 2.2612 9.6735 4.2509 -0.102 -0.376 -0.331
H 3.9696 9.7773 4.6136 -0.117 0.124 0.326
H 2.9588 8.5792 5.4809 -0.042 0.001 0.030
H 5.2792 7.9494 4.6113 -0.333 -0.289 0.495
H 5.4151 7.4668 3.0080 -0.261 -0.135 -0.393
H 3.4634 6.0271 4.8652 0.292 -0.256 0.350
H 5.1945 5.4643 4.4606 -0.356 -0.436 0.269
H 3.1598 3.7526 4.1369 -0.250 -0.011 -0.005
H 3.6909 3.3445 2.4813 0.052 -0.157 0.223
H 0.9656 4.5141 3.2017 0.210 0.129 0.206
H 1.3063 3.0733 2.3042 0.189 -0.111 -0.081
H 2.6433 3.7427 -0.0959 0.150 0.217 0.242
H 1.4730 5.0092 -0.6001 0.169 -0.366 -0.377
H 0.9394 3.3956 -0.0703 -0.271 0.125 0.517
C 3.0930 0.3171 -0.1377 0.730 0.042 0.459
O 3.9292 1.4744 -0.0432 0.339 1.083 0.003
C 5.1986 1.4417 -0.6944 -0.602 -2.075 0.470
C 6.0203 2.7098 -0.4877 0.099 -0.540 -0.181
N 7.4974 2.3934 -0.7385 -2.160 0.514 -0.009
H 7.7211 1.6511 -0.0708 0.751 0.153 0.048
H 7.5411 1.9748 -1.6684 0.644 0.265 -0.144
C 8.3680 3.6119 -0.5207 1.159 -0.611 -0.108
C 9.8035 3.1556 -0.6277 1.083 -0.154 0.653
O 9.9999 2.2310 0.4244 -0.844 -0.351 0.212
C 11.2544 2.3120 1.1187 0.870 0.066 -0.778
H 2.8394 0.0396 -1.1603 0.045 0.087 -0.054
H 2.1897 0.5353 0.4262 -0.091 0.231 -0.262
H 3.5725 -0.5178 0.3870 0.160 -0.143 -0.293
H 5.0555 1.0879 -1.7214 0.064 0.838 -0.421
H 5.7583 0.5840 -0.2894 0.208 0.095 0.403
H 6.0036 3.0253 0.5533 -0.333 0.068 -0.022
H 5.6843 3.5014 -1.1530 0.296 0.176 0.065
H 8.2255 3.8885 0.5220 -0.314 0.295 -0.132
H 8.1712 4.4027 -1.2408 -0.512 -0.130 0.018
H 10.5046 3.9860 -0.5129 -0.309 0.317 -0.062
H 10.0449 2.7104 -1.5986 -0.164 -0.110 -0.097
H 11.3567 3.2020 1.7403 -0.316 0.070 -0.029
H 12.0358 2.3287 0.3559 0.190 0.043 0.181
H 11.4246 1.4235 1.7197 -0.432 -0.052 -0.020
B -0.0449 -0.4013 -1.2239 -0.521 -0.138 0.090
F 0.8084 -0.4921 -2.3256 0.216 0.099 0.247
F 0.3352 -1.3092 -0.1947 -0.081 0.040 -0.320
F -0.0659 0.8912 -0.6659 0.159 0.114 -0.151
F -1.3599 -0.6934 -1.6906 0.073 -0.042 0.340
```
Forces are in eV/Å.

## Properties
- Max |F|: 2.90 eV/A
- HOMO level: -20.954 eV
- Total energy: -120052.432 eV
- Charge: +8